Molecular formula: C21H30N4O3S
Method: DFT, the ωB97M-V functional and the def2-TZVPD basis

Element x y z (Å)
C -3.73907 -2.97415 0.43382
C -3.47844 -2.03561 -0.73575
H -2.44345 -2.09668 -1.07599
H -4.15477 -2.26741 -1.56418
O -3.66688 -0.67203 -0.35777
C -4.89901 -0.18071 -0.46581
O -5.85423 -0.82624 -0.81417
C -4.98438 1.29354 -0.10559
H -5.98723 1.60981 -0.40959
C -3.95535 2.13526 -0.87348
N -2.61012 1.96713 -0.37865
C -1.66586 1.43740 -1.18881
O -1.92226 1.00900 -2.30233
C -0.26236 1.47435 -0.70359
C 0.65254 0.46477 -0.76882
C 1.96319 0.90325 -0.39584
C 2.01402 2.29458 -0.18857
N 3.11699 3.00531 -0.01952
C 4.24556 2.32624 -0.13865
N 4.33348 1.00780 -0.24294
C 3.22880 0.26580 -0.27591
N 3.38582 -1.08951 -0.22596
C 4.72106 -1.60589 -0.47972
H 5.20048 -0.90135 -1.16032
C 4.67222 -2.98815 -1.12021
H 4.01687 -2.97953 -1.98787
H 4.31927 -3.74337 -0.42266
H 5.67066 -3.26803 -1.44534
H 5.32002 -1.63276 0.43751
C 2.54415 -1.85431 0.67636
C 3.19942 -2.10805 2.03669
H 3.55556 -1.17209 2.46204
H 4.03547 -2.79724 1.95833
H 2.46561 -2.53929 2.71310
H 1.63138 -1.28569 0.84428
H 2.28120 -2.80709 0.20847
C 5.52112 3.09980 -0.11697
H 5.85929 3.25977 -1.13987
H 5.35430 4.06455 0.35157
H 6.28753 2.54035 0.41163
S 0.44043 3.01969 -0.25613
C 0.30919 -0.89019 -1.29966
H -0.41557 -0.77284 -2.10230
H 1.19975 -1.37760 -1.68652
H -0.13461 -1.52290 -0.53061
C -2.45703 2.24877 1.02769
C -3.37836 1.34085 1.84540
C -4.82663 1.52154 1.40501
H -5.14603 2.54209 1.63069
H -5.47910 0.83754 1.95107
H -3.07298 0.30497 1.69737
H -3.27752 1.58388 2.90418
H -2.71353 3.29999 1.20862
H -1.42274 2.08832 1.32780
H -4.22984 3.19283 -0.77183
H -3.95269 1.86662 -1.93197
H -3.53938 -3.99792 0.13083
H -4.77799 -2.89703 0.74542
H -3.09794 -2.72214 1.27602

Cartesian forces (eV/Å) of the 6 atoms listed first:
0.0 0.4 -0.2
-0.1 -0.6 -0.1
-0.1 0.0 0.0
0.2 0.0 0.1
0.3 0.1 0.1
-0.5 0.4 0.0

E_HOMO: -8.00 eV
orbital gap: 8.49 eV
electronic energy: -45203.8233 eV
maximum force: 0.7 eV/A
SMILES: CCOC(=O)[C@H]1CCCN(C(=O)c2sc3nc(C)nc(N(CC)CC)c3c2C)C1
total charge: 0

=====

Molecular formula: C21H30N4O4S
Method: DFT, the ωB97M-V functional and the def2-TZVPD basis

Element x y z (Å)
C 5.64236 1.66391 -0.16909
C 4.94607 0.87845 -1.27358
C 3.52908 0.48453 -0.87041
H 2.94030 1.37882 -0.65754
H 3.56067 -0.12261 0.03654
C 2.82886 -0.30331 -1.97652
N 1.49256 -0.69376 -1.57178
C 1.26636 -1.83231 -0.86429
N 0.13200 -2.22551 -0.41856
C -0.96242 -1.44334 -0.64867
C -2.21452 -1.83304 -0.16030
C -3.31524 -1.04975 -0.39012
C -3.23323 0.16571 -1.10506
C -1.98453 0.54798 -1.58640
C -0.85996 -0.24348 -1.36820
C 0.44294 0.18686 -1.86050
O 0.65425 1.21168 -2.47857
H -1.82945 1.46417 -2.13320
N -4.38985 0.87834 -1.37034
C -4.37093 2.02366 -2.25846
H -3.64129 1.87714 -3.05259
C -4.09584 3.31677 -1.48130
H -4.17247 4.18980 -2.13091
O -5.06166 3.49671 -0.46594
C -5.08608 2.39640 0.41378
C -5.38032 1.08473 -0.33105
H -5.38325 0.26065 0.37862
H -6.36524 1.15143 -0.80516
H -5.86604 2.61085 1.14627
H -4.11605 2.30550 0.92948
H -3.08993 3.27935 -1.03658
H -5.36657 2.09514 -2.71115
H -4.27462 -1.39145 -0.03329
H -2.28509 -2.75866 0.38899
S 2.63865 -2.88300 -0.50950
C 1.76023 -4.15721 0.43360
H 1.09348 -4.69812 -0.23623
C 0.94387 -3.61008 1.60288
O -0.07021 -4.15692 1.96954
N 1.52814 -2.57839 2.25141
H 2.28924 -2.10259 1.78428
C 0.81699 -1.78137 3.22056
C 0.34492 -0.46536 2.58022
O 1.38606 0.22634 1.92642
C 2.25678 0.92543 2.78414
H 2.92750 1.49310 2.14195
H 2.84749 0.25067 3.41365
H 1.70194 1.61542 3.43024
H -0.12709 0.17196 3.34062
H -0.38557 -0.69093 1.79941
H 1.47472 -1.58473 4.07280
H -0.04689 -2.35736 3.55557
H 2.53407 -4.83135 0.80454
H 2.72082 0.32331 -2.86561
H 3.39687 -1.20281 -2.22916
H 4.90720 1.48374 -2.18126
H 5.52029 -0.02346 -1.49690
H 6.64999 1.93793 -0.47176
H 5.09229 2.57532 0.05474
H 5.70732 1.06913 0.73969

Cartesian forces (eV/Å) of the 6 atoms listed first:
0.0 -0.1 -0.2
-0.2 0.0 0.2
0.2 -0.1 -0.3
-0.1 0.0 0.1
0.0 0.0 0.1
0.4 0.3 0.1

E_HOMO: -7.41 eV
orbital gap: 7.97 eV
electronic energy: -47250.4847 eV
maximum force: 0.9 eV/A
SMILES: CCCCn1c(SCC(=O)NCCOC)nc2ccc(N3CCOCC3)cc2c1=O
total charge: 0

=====

Molecular formula: C21H30N7O7P2STi
Method: DFT, the ωB97M-V functional and the def2-TZVPD basis

Element x y z (Å)
Ti 0.30614 0.75422 0.81350
C 2.75818 1.38240 -0.88403
C 1.82401 0.46852 -1.69508
N 1.10004 -0.47570 -0.80859
C 1.94831 -1.62382 -0.40776
C 1.84117 -1.97515 1.08032
N 1.47408 -0.81330 1.91569
C 2.62586 -0.10770 2.51834
C 3.36192 0.64309 1.42646
N 2.40067 1.38291 0.56343
H 2.66403 2.40362 -1.24892
H 3.80320 1.08926 -0.98918
H 2.38661 -0.08534 -2.45062
H 1.06411 1.03794 -2.22582
H 0.28446 -0.79187 -1.36203
H 2.97993 -1.38191 -0.66187
H 1.68120 -2.49791 -1.00362
H 2.79503 -2.39128 1.41771
H 1.09379 -2.75153 1.23028
H 0.83452 -1.12393 2.65126
H 3.30518 -0.80868 3.01173
H 2.24159 0.58144 3.26585
H 3.91538 -0.05502 0.79876
H 4.08927 1.32878 1.86189
H 2.37125 2.36212 0.86197
C -2.52172 -2.92639 -2.90413
C -3.61474 -2.12763 -3.16997
C -3.44757 -0.75440 -3.19466
C -2.19513 -0.20286 -2.94536
N -1.13525 -0.98062 -2.66917
C -1.31338 -2.29835 -2.65728
C -2.01159 1.27761 -3.03669
C -3.09217 2.14602 -2.89322
C -2.90143 3.50260 -3.08295
C -1.63636 3.96407 -3.40075
C -0.61266 3.03507 -3.48156
N -0.78732 1.72862 -3.30729
H -2.59596 -4.00427 -2.88552
H -4.58502 -2.56222 -3.37098
H -4.28809 -0.12278 -3.44145
H -0.43384 -2.89395 -2.43663
H -4.07034 1.77686 -2.62088
H -3.73191 4.18809 -2.97880
H -1.43909 5.01308 -3.57077
H 0.39948 3.35636 -3.70574
O -1.24092 4.54678 -0.33527
P -0.09078 3.71944 0.33938
O 1.29454 4.08773 0.03028
O -0.42832 2.23398 -0.04063
O -0.44208 3.82708 1.89599
P 0.22824 2.97112 3.09463
O 1.79597 3.28866 2.97194
O -0.36901 3.28146 4.37835
O 0.19355 1.52066 2.54549
H -1.14392 5.50459 -0.26471
H 2.05982 4.04548 3.51068
C -0.38494 -3.77214 4.57035
C -0.74019 -3.58750 3.12873
C -0.82787 -4.65166 2.23809
C -1.11950 -4.35168 0.92323
N -1.34135 -3.10643 0.49984
C -1.27905 -2.16091 1.43114
S -1.64178 -0.50272 0.90479
N -0.95671 -2.33616 2.71084
H -0.54549 -4.79838 4.89270
H -0.97345 -3.09563 5.18688
H 0.66853 -3.52883 4.72735
H -0.66589 -5.66976 2.56137
H -1.18522 -5.13128 0.17269

Cartesian forces (eV/Å) of the 6 atoms listed first:
-1.0 -0.7 0.4
0.0 0.1 0.0
0.0 0.0 0.0
0.1 0.2 0.0
0.0 0.0 0.0
0.0 -0.1 0.0

E_HOMO: -11.30 eV
orbital gap: 7.58 eV
electronic energy: -99562.1924 eV
maximum force: 1.3 eV/A
total charge: +1

=====

Molecular formula: C21H30NO4
Method: DFT, the ωB97M-V functional and the def2-TZVPD basis

Element x y z (Å)
C -1.33389 2.42202 -1.10432
H -1.54162 3.40668 -0.69698
C -2.61393 1.59446 -1.11349
H -3.38015 2.14819 -1.65616
H -2.96894 1.45763 -0.09093
C -2.45175 0.22607 -1.79035
H -1.92505 0.37194 -2.73433
H -3.44393 -0.16844 -2.00929
C -1.67954 -0.72473 -0.87497
H -2.33806 -1.06655 -0.07339
H -0.86908 -0.16178 -0.42422
N -1.13826 -1.95194 -1.54134
C -2.29698 -2.65842 -2.13481
H -2.69796 -2.07077 -2.95626
H -2.01067 -3.63536 -2.51439
H -3.06656 -2.78213 -1.37544
C -0.39494 -2.83511 -0.57372
C 0.56634 -1.99644 0.26369
H 1.20349 -2.66889 0.84072
H 0.02173 -1.39301 0.99176
C 1.47373 -1.06474 -0.58597
H 2.46036 -1.53432 -0.67905
C 0.94044 -0.67315 -1.98302
C -0.06266 -1.67330 -2.55389
C 0.68269 -2.99815 -2.70120
C 0.47260 -3.73056 -1.45467
H 1.19804 -4.37773 -0.98488
O -0.08737 -4.15747 -2.65680
H 1.58599 -3.02396 -3.29218
H -0.50331 -1.31768 -3.48614
H 0.51053 0.32639 -1.91919
H 1.78081 -0.60190 -2.67465
O 1.63672 0.16697 0.11527
C 2.44874 0.14710 1.19880
O 3.02915 -0.84633 1.54273
C 2.47800 1.49607 1.87027
C 1.07059 1.97052 2.13268
C 0.69293 3.27734 1.85612
C -0.59750 3.70430 2.12002
C -1.52707 2.82711 2.65184
C -1.15686 1.52298 2.93508
C 0.13638 1.09972 2.68391
H 0.43083 0.08874 2.93336
H -1.87254 0.83861 3.36677
H -2.53285 3.16040 2.85614
H -0.87607 4.72595 1.91219
H 1.41271 3.96537 1.43911
H 2.97935 2.18879 1.18567
C 3.30597 1.42703 3.17688
O 4.63986 1.09653 2.94246
H 4.68799 0.17319 2.66287
H 2.82928 0.71702 3.86583
H 3.30792 2.41568 3.64157
H -1.10457 -3.38073 0.05091
H -0.55715 1.97824 -0.48514
H -0.95390 2.55254 -2.11549

Cartesian forces (eV/Å) of the 6 atoms listed first:
-0.2 -0.1 0.1
0.1 0.1 0.0
0.2 0.0 -0.2
-0.1 -0.1 0.1
-0.1 0.0 0.1
-0.1 0.0 0.2

E_HOMO: -11.80 eV
orbital gap: 9.57 eV
electronic energy: -31937.2829 eV
maximum force: 1.4 eV/A
SMILES: CCCC[N@+]1(C)[C@@H]2C[C@H](OC(=O)[C@H](CO)c3ccccc3)C[C@H]1[C@@H]1O[C@@H]12
total charge: +1

=====

Molecular formula: C21H31As3AuO6S
Method: DFT, the ωB97M-V functional and the def2-TZVPD basis

Element x y z (Å)
Au -0.16705 0.00045 -0.22591
O -3.28545 -3.50985 0.55699
As -2.53475 -1.83675 0.72009
O -1.66395 -2.05205 2.07459
O -1.61805 -1.80735 -0.64111
C -4.20665 -0.91415 0.30449
C -5.32785 -1.64185 -0.07591
C -6.40345 -1.00785 -0.68001
C -6.37485 0.35675 -0.92521
C -5.26075 1.08345 -0.54121
C -4.19695 0.43765 0.05369
S -2.79585 1.40935 0.56399
O -1.94425 1.63215 -0.61081
O -3.34705 2.63975 1.09829
O -2.12115 0.58315 1.56489
H -2.51355 -4.08145 0.51729
H -5.35905 -2.70675 0.10109
H -7.26185 -1.58785 -0.98871
H -7.20435 0.85135 -1.41281
H -5.18945 2.15355 -0.67961
C -0.45635 0.11655 3.81149
As 0.48105 -0.24945 2.15479
C 1.44945 -1.82095 2.86329
C 1.92225 1.07795 2.32369
C 1.76835 2.17905 3.16249
C 2.73175 3.16795 3.24779
C 3.87705 3.07425 2.47969
C 4.02435 2.00835 1.61019
C 3.05905 1.01455 1.51069
As 3.23815 -0.44015 0.21359
C 5.15945 -0.88465 0.62619
C 3.62845 0.66135 -1.36961
H 0.26075 0.20585 4.63659
H -1.13155 -0.72125 3.97419
H -1.05845 1.01725 3.71429
H 1.96185 -1.54655 3.79319
H 2.16885 -2.23835 2.15469
H 0.66885 -2.55585 3.07229
H 0.86335 2.27815 3.74909
H 2.58955 4.00755 3.91429
H 4.64455 3.83575 2.54249
H 4.91745 1.96565 0.99489
H 5.81895 -0.02085 0.55969
H 5.50715 -1.63955 -0.08291
H 5.22875 -1.30995 1.62739
H 4.22365 1.53975 -1.12841
H 2.66335 0.96115 -1.78671
H 4.15895 0.06835 -2.11511
C 0.79025 0.51805 -4.51261
C 0.33025 -0.28305 -3.28211
C -1.13835 -0.70375 -3.50051
C 1.16525 -1.56505 -3.13241
C 0.46045 0.55855 -2.06831
H 0.68635 -0.08955 -5.40971
H 1.83035 0.82025 -4.40991
H 0.17345 1.40745 -4.62671
H -1.23615 -1.24205 -4.44471
H -1.78675 0.16885 -3.51541
H -1.45305 -1.34395 -2.68271
H 1.05185 -2.20875 -4.00361
H 0.82605 -2.09675 -2.24721
H 2.22025 -1.32365 -3.00741
H 0.48705 1.62985 -2.18481

Cartesian forces (eV/Å) of the 6 atoms listed first:
2.2 -0.2 -1.0
-0.2 0.6 -0.1
-1.1 -2.5 0.2
0.2 0.2 1.2
0.5 0.7 -1.0
0.2 -0.3 -0.1

E_HOMO (spin up / spin down): -4.99 / -4.99 eV
orbital gap (spin up / spin down): 6.86 / 6.86 eV
electronic energy: -231607.0114 eV
maximum force: 2.8 eV/A
total charge: -1

=====

Molecular formula: C21H31BF7NO11
Method: DFT, the ωB97M-V functional and the def2-TZVPD basis

Element x y z (Å)
O -3.47954 2.83893 0.89423
C -2.71893 2.03356 1.36095
O -1.48353 1.82363 0.83358
C -1.50049 1.31821 -0.51378
C -0.43641 2.04611 -1.30627
C 0.08485 1.34135 -2.56824
C -0.92596 0.47823 -3.31678
N -1.16587 -0.85997 -2.75183
B -1.18711 -1.98618 -3.64006
O -0.46038 -2.05692 -4.80089
O -2.00352 -3.07006 -3.30496
O 1.33352 0.70141 -2.38121
C 1.39164 -0.26144 -1.37090
C 2.78422 -0.22695 -0.72923
F 2.78673 0.49899 0.41383
F 3.68459 0.33612 -1.56596
C 3.32764 -1.63475 -0.42171
F 4.49649 -1.48280 0.25818
F 3.59133 -2.27988 -1.58799
C 2.42151 -2.52921 0.46763
F 1.45124 -3.10819 -0.26910
F 3.17072 -3.50503 1.02094
F 1.85457 -1.80428 1.44578
H -2.94614 1.44411 2.23974
H -1.33353 0.24983 -0.44497
H -2.48769 1.46638 -0.93636
H 0.40996 2.20978 -0.64569
H -0.82272 3.01972 -1.57628
H 0.30674 2.15049 -3.25597
H -1.86178 1.03238 -3.34475
H -0.59893 0.41545 -4.34667
H -2.01131 -0.85775 -2.20295
H 0.39133 -1.62352 -4.75357
H -1.44495 -3.75619 -2.94378
H 0.64696 -0.15302 -0.59232
H 1.25846 -1.25232 -1.79828
O -3.52087 -0.89797 1.43313
C -3.17417 -1.41381 2.45574
O -2.57567 -0.71045 3.43730
C -2.17863 -1.58056 4.51229
C -3.07088 -2.80849 4.37316
C -3.29117 -2.86936 2.86041
H -1.12041 -1.81837 4.38617
H -2.31167 -1.05323 5.45276
H -2.62928 -3.70714 4.79803
H -4.02246 -2.63053 4.87503
H -2.50788 -3.43146 2.34977
H -4.26352 -3.26523 2.58364
O -3.07408 2.23867 6.12759
C -3.52638 3.11080 5.44860
O -3.45609 3.09295 4.09676
C -3.99948 4.30798 3.54850
C -4.91368 4.86460 4.63203
C -4.21619 4.38526 5.90645
H -3.17245 4.98441 3.32006
H -4.52275 4.07257 2.62996
H -5.04706 5.94206 4.56652
H -5.89728 4.39838 4.56013
H -3.45192 5.08431 6.24866
H -4.90523 4.17217 6.71816
O 4.43076 -2.46091 -5.61108
C 5.42294 -1.97858 -5.15524
O 6.24480 -1.18022 -5.87851
C 7.40460 -0.82743 -5.10477
C 6.98433 -1.00587 -3.65140
C 5.97923 -2.15232 -3.75525
H 8.22210 -1.49496 -5.38620
H 7.68603 0.19431 -5.34652
H 7.82095 -1.20274 -2.98426
H 6.47843 -0.10554 -3.30014
H 6.46217 -3.12867 -3.69144
H 5.18913 -2.08082 -3.02044

Cartesian forces (eV/Å) of the 6 atoms listed first:
0.0 -0.4 -0.1
-0.2 0.8 -0.4
-0.3 -0.6 0.2
0.1 0.2 0.2
0.1 -0.6 0.1
-0.5 0.6 0.0

E_HOMO: -9.77 eV
orbital gap: 10.15 eV
electronic energy: -65994.9633 eV
maximum force: 1.2 eV/A
SMILES: O=COCC[C@H](CNB(O)O)OCC(F)(F)C(F)(F)C(F)(F)F.O=C1CCCO1.O=C1CCCO1.O=C1CCCO1
total charge: 0

=====

Molecular formula: C21H31BNO15S
Method: DFT, the ωB97M-V functional and the def2-TZVPD basis

Element x y z (Å)
C 2.08193 1.22176 -2.81262
C 1.87100 1.88155 -4.25150
O 3.01651 2.73427 -4.48131
C 0.60878 2.83939 -4.27533
S -0.91515 2.07261 -4.95198
C -2.00204 3.52660 -5.38248
B -2.83065 4.00476 -4.06177
O -2.21955 4.19267 -2.83504
O -4.23155 4.21603 -4.14067
C -1.81557 1.18811 -3.62963
C -3.08670 0.56420 -3.88379
C -3.89115 -0.13565 -2.88366
C -3.24249 -0.16069 -1.56031
C -1.94627 0.48902 -1.47309
N -1.24278 1.15298 -2.40688
H 1.41840 1.68166 -2.04045
H 1.86783 0.13095 -2.91519
H 3.16106 1.31561 -2.52015
H 1.80810 1.07552 -5.02087
H 2.89742 3.49573 -3.88230
H 0.40720 3.14839 -3.21651
H 0.84161 3.74274 -4.88876
H -2.70428 3.22609 -6.19247
H -1.32400 4.37467 -5.64738
H -2.91135 4.25702 -2.14742
H -4.69041 3.35996 -4.24124
H -3.50980 0.65523 -4.91655
H -4.87726 -0.59312 -3.08949
H -3.72738 -0.65806 -0.68928
H -1.45593 0.42712 -0.46766
C 2.31217 -0.99456 1.83406
C 3.27174 -0.20712 0.98900
O 3.10214 -0.78188 -0.30755
C 1.86769 -1.34383 -0.34101
O 1.34440 -1.76215 -1.32775
O 1.30163 -1.36589 0.89583
H 1.89220 -0.40643 2.64849
H 2.76135 -1.90079 2.24729
H 3.01497 0.85355 0.94236
H 4.30207 -0.30740 1.32586
C 6.65247 3.23002 2.82997
C 6.32484 1.77928 3.03908
O 4.89670 1.77062 3.03398
C 4.49178 2.87373 2.34057
O 3.36763 3.08084 2.00500
O 5.53497 3.70116 2.08260
H 7.57897 3.37440 2.27636
H 6.70968 3.78651 3.76835
H 6.68467 1.14599 2.22391
H 6.71191 1.39571 3.98190
C -1.50645 -2.96035 1.35320
C -1.85072 -4.41166 1.52398
O -3.27934 -4.40268 1.48952
C -3.66105 -3.28746 0.81528
O -4.77764 -3.06008 0.46305
O -2.60799 -2.45960 0.59182
H -0.56875 -2.81381 0.82144
H -1.46233 -2.42491 2.30344
H -1.48131 -5.03063 0.70258
H -1.48534 -4.81960 2.46551
C -3.81898 -3.92606 5.72830
C -2.87576 -5.07163 5.96816
O -1.75459 -4.73177 5.15341
C -1.77602 -3.38569 4.97648
O -0.88828 -2.75835 4.48316
O -2.93391 -2.84635 5.43083
H -4.43131 -3.69829 6.59937
H -4.47286 -4.09366 4.86901
H -2.54957 -5.13601 7.00884
H -3.29736 -6.03035 5.67015

Cartesian forces (eV/Å) of the 6 atoms listed first:
-0.2 -0.4 -0.9
0.4 0.2 1.6
-1.1 0.0 -0.3
0.4 -0.2 1.2
-0.3 0.3 -0.6
-0.1 0.3 1.2

E_HOMO: -12.75 eV
orbital gap: 9.80 eV
electronic energy: -65989.1316 eV
maximum force: 4.0 eV/A
total charge: +1